ORCA calculation (the ωB97M-V functional and the def2-TZVPD basis) on the molecule HO6P3 at a distorted geometry.

The calculation puts the lowest unoccupied orbital energy at -1.892 eV. As for the frontier orbital gap: 8.997 eV. Its multiplicity is 1. The calculation puts the HOMO energy at -0.4002 hartree. The value obtained for the total energy is -1476.28963 hartree.

Structure (XYZ):
```
10
Properties=species:S:1:pos:R:3:forces:R:3
O 3.5424 1.3034 0.3559 -1.066 -0.738 -0.206
O 0.3790 -1.8344 -0.2968 -1.679 -0.761 0.310
O 1.4097 0.2552 -0.9418 0.949 0.356 0.564
O 2.6508 -1.2995 0.2208 0.891 1.702 0.601
O 1.4107 0.5560 1.6450 -1.356 -1.177 -0.007
O -1.3313 -0.6451 0.9546 0.118 -0.071 0.438
P 1.7594 -1.3482 -1.0828 0.789 0.484 -1.182
P -0.0696 -1.5462 1.1595 0.396 0.287 1.198
P 2.3300 0.4843 0.4850 1.409 -0.702 -1.008
H -1.1938 -0.1143 0.1671 -0.451 0.620 -0.709
```
Forces are in eV/Å.

ORCA calculation (the ωB97M-V functional and the def2-TZVPD basis) on the ion C14H29IN2O5P with charge +1 at a distorted geometry.

The calculation puts the lowest unoccupied orbital energy at -3.241 eV. As for the frontier orbital gap: 9.974 eV. Its multiplicity is 1. As for the structure (SMILES): CCCN[N@@+](CCP(=O)(OCC)OCC)(CC(=O)I)C[C@@H]1CO1. The net charge is +1. The calculation puts the HOMO energy at -0.4856 hartree. The value obtained for the total energy is -1675.33737 hartree.

Structure (XYZ):
```
52
Properties=species:S:1:pos:R:3:forces:R:3
C 1.5544 -3.6951 -1.2421 -0.431 -0.120 0.458
C 0.2737 -2.8633 -1.0916 0.444 -0.181 -0.026
C 0.0182 -1.9232 -2.2774 -0.309 -0.458 -0.126
N -0.4128 -0.5759 -1.9284 -0.081 -0.481 0.005
N 0.5366 0.3179 -1.3292 -0.407 0.687 1.124
C 0.2824 0.3797 0.2110 -0.108 -0.614 0.374
C -1.1370 0.0536 0.6014 -0.323 0.530 -0.300
P -1.3482 0.3091 2.3785 0.297 -0.335 0.349
O -0.4211 -0.5689 3.1041 0.120 0.013 -0.002
O -1.1354 1.8553 2.5917 0.103 0.122 0.035
C -0.4761 2.3009 3.8136 0.107 0.266 0.185
C 1.0231 2.3556 3.6357 -0.161 0.202 -0.405
O -2.8798 0.1114 2.6954 -0.007 0.023 -0.526
C -3.6074 -0.9983 2.1240 -0.583 -0.305 0.265
C -3.0791 -2.3575 2.5328 0.226 0.019 0.110
C 1.9483 -0.0854 -1.5786 0.465 -0.330 0.009
C 3.0238 0.9632 -1.2770 -0.390 -0.199 0.585
O 3.5689 1.4941 -2.1699 0.550 0.630 -0.989
I 3.6619 1.3619 0.7060 -0.111 -0.131 0.140
C 0.2431 1.7039 -1.8333 0.151 0.024 -1.219
C 0.6193 1.9028 -3.3081 0.833 -0.310 0.676
C 1.3454 3.1217 -3.6620 -1.646 0.326 -0.644
O -0.0900 2.9094 -3.9371 0.018 0.058 -0.030
H 1.3710 -4.5661 -1.8630 0.173 0.042 -0.336
H 1.8304 -4.0861 -0.2659 0.140 -0.037 0.065
H 2.3946 -3.1218 -1.6247 0.108 0.005 -0.152
H 0.3087 -2.3344 -0.1411 -0.025 0.241 -0.006
H -0.5540 -3.5618 -1.0100 -0.204 0.052 0.130
H 0.8447 -1.9623 -2.9899 0.198 0.160 0.049
H -0.8255 -2.3237 -2.8351 -0.138 0.135 -0.109
H -0.9333 -0.1179 -2.6607 0.280 0.216 -0.144
H 0.9574 -0.3191 0.6971 0.128 -0.132 -0.143
H 0.5465 1.3659 0.5749 0.141 0.211 -0.282
H -1.3807 -0.9893 0.4378 0.018 -0.157 -0.166
H -1.8396 0.6620 0.0313 -0.158 0.026 0.070
H -0.8700 3.2930 4.0026 -0.170 0.059 0.003
H -0.7526 1.6632 4.6463 -0.101 -0.220 -0.027
H 1.5266 2.4400 4.5932 0.032 -0.054 0.134
H 1.2915 3.2258 3.0373 0.082 0.031 -0.068
H 1.3618 1.4633 3.1190 0.148 -0.216 0.146
H -4.6172 -0.8926 2.5056 -0.052 0.194 0.126
H -3.6877 -0.8791 1.0448 0.184 0.091 -0.137
H -2.2845 -2.7363 1.8935 0.126 0.066 -0.063
H -3.8809 -3.0892 2.5342 -0.140 -0.044 -0.092
H -2.6845 -2.2929 3.5428 0.024 -0.058 0.114
H 2.0853 -0.3236 -2.6269 -0.153 0.176 -0.158
H 2.1743 -0.9872 -1.0176 -0.207 -0.047 0.214
H 0.7817 2.4234 -1.2299 0.029 -0.035 0.282
H -0.8263 1.8780 -1.7483 -0.100 -0.103 0.311
H 0.8578 1.0059 -3.8793 -0.297 -0.019 -0.089
H 1.4293 3.9038 -2.9227 0.599 -0.002 0.075
H 1.8629 3.1858 -4.6047 0.580 -0.019 0.204
```
Forces are in eV/Å.

ORCA calculation (the ωB97M-V functional and the def2-TZVPD basis) on a structure of composition C2H2Br2I2 at a distorted geometry.

The calculation puts the lowest unoccupied orbital energy at -1.806 eV. As for the frontier orbital gap: 8.033 eV. Its multiplicity is 1. The calculation puts the HOMO energy at -0.3616 hartree. The value obtained for the total energy is -5820.76412 hartree.

Structure (XYZ):
```
8
Properties=species:S:1:pos:R:3:forces:R:3
C 0.1762 -1.0707 -0.3231 1.770 0.023 1.663
C -0.6353 -0.3981 0.6950 -1.171 -0.495 1.318
Br 2.4335 -0.9143 0.6074 -2.282 -0.257 -0.934
Br -0.7947 -1.5847 2.3240 0.073 1.390 -0.840
I -0.3237 -2.9977 -0.8655 0.346 0.136 -0.229
I -2.6235 0.0262 -0.1049 0.148 -0.297 -0.051
H 0.3956 -0.3511 -1.0520 0.453 0.341 -1.591
H -0.3904 0.6610 0.8519 0.662 -0.840 0.664
```
Forces are in eV/Å.

ORCA calculation (the ωB97M-V functional and the def2-TZVPD basis) on a cluster of 6 separate species, C20H30NO18 in total at a distorted geometry.

The calculation puts the lowest unoccupied orbital energy at 1.948 eV. As for the frontier orbital gap: 8.196 eV. Its multiplicity is 1. The net charge is -1. The calculation puts the HOMO energy at -0.2296 hartree. The value obtained for the total energy is -2188.88632 hartree.

Structure (XYZ):
```
69
Properties=species:S:1:pos:R:3:forces:R:3
N 0.1575 1.1568 0.7401 -3.486 -0.815 -5.916
O -1.0586 1.4963 0.6404 -1.335 0.593 2.500
O 0.3936 -0.0152 0.4758 0.968 -3.706 1.779
O 0.9777 1.9590 0.4258 3.740 3.701 1.439
C 3.2733 -1.2716 1.4786 8.310 2.250 4.466
C 4.2027 -1.8453 2.6016 0.079 0.730 -5.830
C 5.6609 -1.5360 2.3278 2.320 -2.928 -3.077
O 5.9315 -0.3878 3.0260 2.970 0.893 -1.191
C 5.0648 -0.2682 3.9449 -3.114 3.049 3.467
O 5.0215 0.5877 4.8186 0.431 -2.011 -1.522
O 4.0464 -1.1196 3.7005 -1.668 0.706 4.639
H 3.4353 -1.6296 0.6149 2.063 -3.415 -6.440
H 3.3652 -0.2736 1.2722 0.235 2.926 0.365
H 2.4042 -1.4964 1.6044 -10.308 -2.120 2.289
H 3.9817 -2.8983 2.5746 0.133 -0.545 1.198
H 6.1180 -1.4776 1.2920 -1.507 0.595 0.667
H 6.3049 -2.3589 2.6489 -0.006 -0.058 0.976
C 1.0634 -4.2886 0.4558 -2.157 -3.115 1.113
C -0.0236 -3.4137 -0.1549 1.300 1.063 2.378
C 0.4407 -2.9768 -1.4944 -1.659 4.411 -1.835
O -0.4216 -3.7180 -2.3904 2.718 2.540 -0.670
C -1.2879 -4.2878 -1.6677 -5.263 -7.546 -1.487
O -2.0150 -5.1866 -2.1703 1.304 3.016 1.552
O -1.2319 -4.1370 -0.3427 0.785 0.954 -0.681
H 1.9849 -3.7908 0.5740 1.018 0.540 0.174
H 1.1710 -5.2376 -0.1381 0.262 1.193 -0.421
H 0.7523 -4.8633 1.3863 0.251 1.539 -0.386
H -0.2915 -2.4390 0.3353 0.567 -1.296 0.602
H 1.4698 -3.0413 -1.8522 -0.127 -0.404 0.507
H 0.1190 -1.7963 -1.4998 0.986 -2.678 -0.780
C 2.7124 0.6480 -2.6150 3.536 1.254 -0.868
C 1.3628 1.1146 -2.9744 -0.075 6.131 3.271
C 1.4233 2.3698 -3.9768 3.400 -1.270 2.951
O 1.0389 1.7349 -5.0944 -0.955 0.646 -4.360
C 0.5706 0.5090 -4.9309 -3.397 -2.496 -4.658
O -0.0099 -0.1810 -5.8516 3.120 3.130 4.522
O 0.7043 0.2017 -3.6696 -2.277 -3.956 -0.715
H 3.3425 1.5543 -2.2220 -1.341 -1.746 -0.188
H 3.3995 0.3809 -3.6323 -2.177 0.114 2.684
H 2.6056 -0.1273 -1.8511 0.698 -0.130 -0.303
H 0.6695 1.5888 -2.0599 2.026 -2.016 -1.794
H 2.4831 2.7932 -4.0844 -1.337 -0.729 0.053
H 0.8298 3.1356 -3.5653 -1.322 1.040 -0.361
C -1.8203 5.5870 3.1001 -1.421 -1.491 0.557
C -1.8844 4.2808 2.2463 1.748 -0.408 2.512
C -2.3915 3.0718 3.0955 1.659 -3.407 -9.458
O -3.6148 2.7103 2.4238 -0.852 0.325 0.627
C -3.7946 3.4629 1.3548 -1.655 -0.123 -3.299
O -4.6618 3.2901 0.4789 2.508 0.738 2.941
O -2.8257 4.4251 1.2761 -2.255 -0.069 -1.826
H -2.8137 5.6993 3.6763 1.380 0.316 -1.261
H -1.5264 6.3526 2.4382 -0.592 1.369 -0.878
H -1.0419 5.6704 3.8355 0.521 -0.839 0.556
H -0.9334 4.0086 1.7911 0.143 0.268 -0.070
H -2.5090 3.4475 3.9333 -1.596 2.329 8.510
H -1.8396 2.1318 2.9114 0.525 0.890 0.920
C -2.8038 -0.4204 -2.0790 -0.149 -2.082 0.290
C -3.3872 -1.0192 -0.8123 2.300 -3.785 0.048
C -3.9726 -0.1545 0.2052 -7.354 3.761 -9.027
O -5.3554 -0.5302 0.2723 0.709 0.675 2.457
C -5.5580 -1.5617 -0.5149 -1.546 -0.707 1.226
O -6.5850 -2.1628 -0.5338 -1.056 -0.353 -0.454
O -4.4981 -1.8829 -1.1625 2.095 -0.667 -1.989
H -2.2569 0.4253 -1.8477 1.124 1.867 0.515
H -3.7145 -0.1734 -2.5310 -1.074 0.917 -1.502
H -2.2012 -1.0550 -2.7693 -0.578 0.019 0.831
H -2.6888 -1.7553 -0.2385 -0.676 1.226 -1.211
H -4.1065 0.9572 -0.0956 0.494 -1.439 -0.519
H -3.3574 0.0272 0.8460 5.891 0.636 9.397
```
Forces are in eV/Å.